The following is a quantum chemistry calculation of a 10-piece molecular cluster, C65H135N5O15S5 overall at a distorted geometry, from the Open Molecules 2025 dataset.

As for the gap between HOMO and LUMO: 7.809 eV. The value obtained for the LUMO energy is -0.09 eV. The value obtained for the total energy is -161918.63377 eV. Its spin multiplicity is 1.

CARTESIAN COORDINATES (ANGSTROEM)
1 C -10.437 6.358 3.186
2 C -9.812 5.685 1.912
3 C -9.899 6.631 0.749
4 C -8.246 5.566 2.127
5 C -7.906 4.291 2.889
6 C -8.731 3.091 2.236
7 C -10.248 3.244 2.205
8 C -10.798 2.115 1.357
9 C -10.818 3.184 3.556
10 N -10.505 4.450 1.564
11 O -11.748 4.671 1.135
12 H -10.264 5.706 4.042
13 H -9.920 7.301 3.362
14 H -11.502 6.574 3.106
15 H -9.379 7.565 0.963
16 H -9.518 6.182 -0.169
17 H -10.909 6.844 0.398
18 H -7.620 5.752 1.254
19 H -7.901 6.500 2.571
20 H -6.845 4.041 2.853
21 H -8.126 4.474 3.941
22 H -8.553 2.227 2.876
23 H -8.486 2.910 1.190
24 H -10.395 2.282 0.359
25 H -11.878 2.224 1.251
26 H -10.423 1.121 1.601
27 H -10.407 3.659 4.447
28 H -10.886 2.134 3.843
29 H -11.777 3.701 3.527
30 H -11.599 4.695 0.187
31 C 0.174 0.551 1.694
32 C -0.680 0.464 0.410
33 C -2.105 0.002 0.808
34 C -0.925 1.956 -0.027
35 C 0.245 2.594 -0.768
36 C 0.723 1.681 -1.917
37 C 0.982 0.198 -1.558
38 C 1.101 -0.505 -2.933
39 C 2.396 0.168 -1.009
40 N -0.085 -0.317 -0.723
41 O 0.078 -1.677 -0.441
42 H 0.568 -0.463 1.759
43 H 0.985 1.278 1.664
44 H -0.450 0.786 2.557
45 H -2.137 -1.019 1.190
46 H -2.537 0.628 1.589
47 H -2.728 0.014 -0.087
48 H -1.800 2.013 -0.675
49 H -1.121 2.616 0.818
50 H -0.130 3.485 -1.270
51 H 0.996 2.837 -0.015
52 H 1.561 2.266 -2.294
53 H -0.086 1.731 -2.646
54 H 0.139 -0.800 -3.350
55 H 1.704 -1.409 -2.850
56 H 1.667 0.055 -3.678
57 H 2.486 -0.817 -0.551
58 H 2.620 0.904 -0.237
59 H 3.161 0.489 -1.715
60 H -0.682 -2.081 -0.867
61 C -6.919 -7.335 3.296
62 C -8.160 -6.925 4.224
63 C -8.005 -7.545 5.616
64 C -8.054 -5.337 4.398
65 C -9.297 -4.804 5.073
66 C -10.464 -5.106 4.138
67 C -10.734 -6.607 3.784
68 C -11.551 -7.265 4.916
69 C -11.512 -6.654 2.442
70 N -9.466 -7.270 3.563
71 O -9.618 -8.568 3.334
72 H -6.590 -6.702 2.472
73 H -5.970 -7.325 3.833
74 H -6.955 -8.314 2.818
75 H -7.112 -8.169 5.606
76 H -7.786 -6.805 6.387
77 H -8.890 -8.157 5.787
78 H -7.172 -4.915 4.881
79 H -7.978 -4.852 3.425
80 H -9.561 -5.358 5.973
81 H -9.299 -3.723 5.215
82 H -10.235 -4.520 3.249
83 H -11.290 -4.759 4.758
84 H -12.494 -6.761 5.128
85 H -10.903 -7.292 5.792
86 H -11.700 -8.330 4.740
87 H -12.484 -6.175 2.555
88 H -11.653 -7.719 2.256
89 H -10.943 -6.160 1.655
90 H -9.646 -8.650 2.378
91 C -2.103 7.598 7.063
92 C -1.326 8.724 6.345
93 C -0.010 9.165 7.017
94 C -0.939 8.096 4.952
95 C -0.763 9.030 3.734
96 C -1.779 10.113 3.699
97 C -1.984 10.831 5.045
98 C -1.018 12.005 5.310
99 C -3.388 11.518 4.851
100 N -2.142 9.948 6.156
101 O -2.624 10.515 7.306
102 H -2.685 8.109 7.829
103 H -2.787 7.018 6.445
104 H -1.437 6.861 7.511
105 H 0.590 8.417 7.534
106 H 0.588 9.727 6.300
107 H -0.254 9.758 7.898
108 H 0.033 7.633 5.120
109 H -1.673 7.308 4.782
110 H 0.163 9.600 3.813
111 H -0.817 8.395 2.850
112 H -2.710 9.728 3.285
113 H -1.430 10.878 3.005
114 H -1.186 12.877 4.679
115 H 0.002 11.692 5.088
116 H -1.067 12.165 6.388
117 H -3.578 12.249 5.638
118 H -4.216 10.809 4.818
119 H -3.474 12.103 3.935
120 H -3.562 10.605 7.125
121 C 11.771 -6.521 -6.416
122 C 11.811 -4.988 -6.116
123 C 13.093 -4.423 -6.808
124 C 10.574 -4.284 -6.640
125 C 9.366 -4.325 -5.801
126 C 9.689 -3.750 -4.459
127 C 10.767 -4.558 -3.747
128 C 11.039 -3.791 -2.422
129 C 10.335 -5.997 -3.428
130 N 11.946 -4.684 -4.665
131 O 12.960 -5.369 -4.019
132 H 12.527 -7.076 -5.862
133 H 10.787 -6.947 -6.221
134 H 12.072 -6.798 -7.426
135 H 13.253 -4.783 -7.824
136 H 12.988 -3.340 -6.874
137 H 13.973 -4.673 -6.214
138 H 10.770 -3.251 -6.928
139 H 10.343 -4.643 -7.643
140 H 8.581 -3.837 -6.380
141 H 9.030 -5.361 -5.779
142 H 8.757 -3.601 -3.913
143 H 10.248 -2.830 -4.629
144 H 11.392 -2.783 -2.638
145 H 11.929 -4.246 -1.987
146 H 10.159 -3.856 -1.782
147 H 10.188 -6.487 -4.391
148 H 9.423 -6.101 -2.840
149 H 11.090 -6.635 -2.969
150 H 13.564 -4.684 -3.723
151 O 6.429 4.541 -6.299
152 S 7.830 4.082 -6.431
153 O 8.244 3.052 -7.417
154 C 8.881 5.633 -6.567
155 C 10.200 5.359 -5.845
156 C 9.844 4.479 -4.569
157 C 8.521 3.691 -4.817
158 H 8.422 6.433 -5.985
159 H 8.881 5.940 -7.612
160 H 10.851 4.662 -6.372
161 H 10.761 6.261 -5.600
162 H 9.811 5.129 -3.695
163 H 10.664 3.804 -4.325
164 H 7.748 4.084 -4.156
165 H 8.469 2.603 -4.800
166 O -0.273 -4.265 -11.485
167 S 0.896 -4.085 -10.592
168 O 1.052 -2.977 -9.662
169 C 1.173 -5.711 -9.653
170 C 2.627 -5.959 -9.777
171 C 3.105 -5.614 -11.200
172 C 2.509 -4.278 -11.526
173 H 0.605 -6.442 -10.229
174 H 0.759 -5.703 -8.645
175 H 3.077 -5.269 -9.062
176 H 2.940 -6.971 -9.523
177 H 2.717 -6.364 -11.890
178 H 4.185 -5.653 -11.341
179 H 2.200 -4.059 -12.548
180 H 3.200 -3.483 -11.245
181 O 8.605 3.614 5.905
182 S 8.180 2.484 5.049
183 O 7.324 1.402 5.612
184 C 7.505 2.840 3.369
185 C 7.926 1.623 2.501
186 C 9.286 1.219 2.870
187 C 9.711 1.733 4.278
188 H 8.045 3.721 3.024
189 H 6.445 3.090 3.419
190 H 7.195 0.847 2.729
191 H 8.006 1.751 1.421
192 H 9.947 1.628 2.107
193 H 9.380 0.142 2.728
194 H 10.348 2.616 4.310
195 H 10.097 1.029 5.015
196 O -4.939 -4.692 -5.659
197 S -5.201 -4.159 -4.330
198 O -4.229 -4.285 -3.246
199 C -5.657 -2.407 -4.622
200 C -6.805 -2.125 -3.646
201 C -7.754 -3.303 -3.729
202 C -6.940 -4.655 -3.791
203 H -6.038 -2.437 -5.642
204 H -4.825 -1.704 -4.575
205 H -6.307 -2.097 -2.677
206 H -7.198 -1.124 -3.826
207 H -8.424 -3.210 -4.584
208 H -8.409 -3.343 -2.859
209 H -7.278 -5.466 -4.436
210 H -6.934 -5.145 -2.817
211 O 8.230 -5.970 4.070
212 S 6.991 -5.842 4.789
213 O 6.833 -6.469 6.088
214 C 6.507 -4.098 4.988
215 C 5.104 -3.997 4.290
216 C 4.948 -5.059 3.123
217 C 5.614 -6.365 3.606
218 H 7.300 -3.444 4.624
219 H 6.502 -3.923 6.064
220 H 4.304 -4.194 5.004
221 H 4.953 -2.970 3.957
222 H 5.307 -4.550 2.228
223 H 3.876 -5.120 2.940
224 H 6.120 -7.023 2.898
225 H 5.032 -7.043 4.230

Atom charges from the Löwdin analysis, given in e for atoms 1 to 99: atom 1 (C): -0.013, atom 2 (C): -0.466, atom 3 (C): -0.063, atom 4 (C): -0.144, atom 5 (C): -0.139, atom 6 (C): -0.096, atom 7 (C): -0.617, atom 8 (C): -0.026, atom 9 (C): -0.044, atom 10 (N): -0.190, atom 11 (O): 0.016, atom 12 (H): 0.060, atom 13 (H): 0.077, atom 14 (H): 0.084, atom 15 (H): 0.093, atom 16 (H): 0.089, atom 17 (H): 0.079, atom 18 (H): 0.109, atom 19 (H): 0.108, atom 20 (H): 0.101, atom 21 (H): 0.101, atom 22 (H): 0.117, atom 23 (H): 0.119, atom 24 (H): 0.085, atom 25 (H): 0.090, atom 26 (H): 0.093, atom 27 (H): 0.076, atom 28 (H): 0.091, atom 29 (H): 0.097, atom 30 (H): 0.115, atom 31 (C): -0.032, atom 32 (C): -0.464, atom 33 (C): -0.047, atom 34 (C): -0.158, atom 35 (C): -0.190, atom 36 (C): -0.143, atom 37 (C): -0.517, atom 38 (C): -0.042, atom 39 (C): -0.050, atom 40 (N): -0.093, atom 41 (O): -0.003, atom 42 (H): 0.080, atom 43 (H): 0.070, atom 44 (H): 0.080, atom 45 (H): 0.077, atom 46 (H): 0.083, atom 47 (H): 0.079, atom 48 (H): 0.110, atom 49 (H): 0.117, atom 50 (H): 0.109, atom 51 (H): 0.100, atom 52 (H): 0.120, atom 53 (H): 0.117, atom 54 (H): 0.085, atom 55 (H): 0.076, atom 56 (H): 0.085, atom 57 (H): 0.086, atom 58 (H): 0.070, atom 59 (H): 0.088, atom 60 (H): 0.107, atom 61 (C): -0.036, atom 62 (C): -0.399, atom 63 (C): -0.028, atom 64 (C): -0.147, atom 65 (C): -0.204, atom 66 (C): -0.140, atom 67 (C): -0.505, atom 68 (C): -0.026, atom 69 (C): -0.027, atom 70 (N): -0.176, atom 71 (O): -0.004, atom 72 (H): 0.066, atom 73 (H): 0.070, atom 74 (H): 0.068, atom 75 (H): 0.074, atom 76 (H): 0.081, atom 77 (H): 0.076, atom 78 (H): 0.116, atom 79 (H): 0.107, atom 80 (H): 0.104, atom 81 (H): 0.116, atom 82 (H): 0.114, atom 83 (H): 0.114, atom 84 (H): 0.085, atom 85 (H): 0.068, atom 86 (H): 0.079, atom 87 (H): 0.084, atom 88 (H): 0.074, atom 89 (H): 0.083, atom 90 (H): 0.111, atom 91 (C): -0.028, atom 92 (C): -0.460, atom 93 (C): -0.033, atom 94 (C): -0.117, atom 95 (C): -0.181, atom 96 (C): -0.161, atom 97 (C): -0.502, atom 98 (C): -0.024, atom 99 (C): -0.054